(1)
Density functional theory data (ωB97M-V/def2-TZVPD) for 14 unconnected molecules or ions with the total composition C25H78O25 at a distorted geometry.

Multiplicity ... 1
LUMO energy ... -0.1 eV
HOMO ... -9.7 eV
Gap between HOMO and LUMO ... 0.3541 hartree

Geometry (Å):
O -11.934 8.149 -20.345
H -11.210 8.749 -20.168
H -11.845 7.932 -21.273
O -10.247 12.706 -23.642
H -10.795 12.910 -22.884
H -9.464 13.243 -23.523
C -15.842 7.088 -26.358
C -16.476 7.091 -25.027
O -17.876 7.283 -24.965
O -14.432 6.873 -26.346
H -16.073 8.060 -26.794
H -16.349 6.421 -27.055
H -15.965 7.872 -24.464
H -16.150 6.154 -24.576
H -18.122 6.897 -24.121
H -13.988 7.720 -26.433
C -9.877 5.115 -21.681
C -10.297 4.037 -20.741
O -9.244 3.156 -20.467
O -9.837 4.714 -23.013
H -8.975 5.651 -21.386
H -10.750 5.755 -21.550
H -11.152 3.447 -21.070
H -10.417 4.537 -19.780
H -9.003 2.857 -21.346
H -9.528 3.806 -23.071
C -13.396 14.360 -23.831
C -13.469 15.568 -24.818
O -14.080 15.204 -26.091
O -14.755 13.997 -23.462
H -12.814 14.574 -22.934
H -12.911 13.515 -24.321
H -12.420 15.809 -24.992
H -13.940 16.501 -24.509
H -14.518 15.882 -26.611
H -15.313 13.893 -24.236
C -12.704 10.142 -28.931
C -13.791 9.489 -28.124
O -13.627 9.534 -26.675
O -11.465 9.487 -28.989
H -12.650 11.210 -28.716
H -13.068 10.007 -29.949
H -13.964 8.511 -28.574
H -14.751 9.980 -28.288
H -13.638 10.469 -26.457
H -11.057 9.421 -28.123
C -12.365 3.703 -24.983
C -13.003 4.408 -23.826
O -13.463 3.499 -22.877
O -13.245 2.826 -25.770
H -11.557 3.099 -24.570
H -11.979 4.529 -25.581
H -13.796 5.075 -24.167
H -12.264 5.092 -23.410
H -14.256 3.848 -22.462
H -13.618 2.189 -25.157
C -9.716 7.056 -25.564
C -10.838 7.632 -26.437
O -10.471 9.033 -26.594
O -9.755 7.349 -24.222
H -8.749 7.331 -25.984
H -9.702 5.971 -25.672
H -11.821 7.400 -26.027
H -10.759 7.121 -27.397
H -10.706 9.452 -25.763
H -9.430 6.598 -23.721
C -6.344 11.044 -25.307
C -7.336 10.040 -24.694
O -6.848 9.335 -23.596
O -5.054 10.430 -25.376
H -6.411 11.962 -24.723
H -6.762 11.254 -26.291
H -7.535 9.372 -25.533
H -8.284 10.524 -24.459
H -7.482 8.687 -23.283
H -5.287 9.499 -25.341
C -12.669 11.757 -19.258
C -12.526 12.825 -20.440
O -11.205 12.629 -20.986
O -11.651 12.057 -18.319
H -12.328 10.780 -19.599
H -13.687 11.613 -18.893
H -12.638 13.824 -20.019
H -13.278 12.704 -21.220
H -10.630 12.874 -20.257
H -11.792 12.883 -17.851
C -14.369 5.983 -20.847
C -14.504 5.734 -19.341
O -14.089 4.328 -19.217
O -15.301 5.253 -21.619
H -13.376 5.693 -21.190
H -14.331 7.056 -21.035
H -15.468 5.919 -18.868
H -13.732 6.320 -18.841
H -14.504 3.843 -19.935
H -16.182 5.134 -21.256
C -10.337 12.673 -27.095
C -10.648 13.770 -28.096
O -11.154 14.853 -27.392
O -9.165 12.980 -26.406
H -10.319 11.701 -27.589
H -11.204 12.646 -26.436
H -11.415 13.413 -28.783
H -9.852 14.220 -28.689
H -10.441 15.169 -26.833
H -9.385 13.196 -25.497
C -12.475 10.179 -23.480
C -12.957 8.746 -23.550
O -12.143 7.747 -22.986
O -11.360 10.360 -24.362
H -12.160 10.476 -22.480
H -13.243 10.909 -23.736
H -13.116 8.436 -24.582
H -13.920 8.778 -23.040
H -11.296 7.840 -23.430
H -10.942 11.181 -24.092
C -16.572 9.570 -22.181
C -16.443 10.901 -21.504
C -17.613 11.811 -21.869
O -16.289 10.758 -20.143
H -15.786 8.856 -21.938
H -16.751 9.678 -23.251
H -17.468 9.125 -21.747
H -15.495 11.342 -21.815
H -18.491 11.569 -21.272
H -17.890 11.695 -22.917
H -17.413 12.877 -21.758
H -17.101 10.461 -19.727

(2)
Density functional theory data (ωB97M-V/def2-TZVPD) for 13 unconnected molecules or ions with the total composition C25H80N22O13 at a distorted geometry.

Multiplicity ... 1
LUMO energy ... 0.2 eV
HOMO ... -8.2 eV
Gap between HOMO and LUMO ... 0.3084 hartree

Geometry (Å):
C 14.978 21.870 11.139
C 14.115 23.030 11.693
C 13.121 22.487 12.676
O 12.394 21.492 11.958
C 11.505 20.848 12.830
N 15.016 24.022 12.234
H 15.412 21.331 12.018
H 15.749 22.287 10.513
H 14.418 21.146 10.517
H 13.564 23.595 10.916
H 12.416 23.334 13.017
H 13.531 22.198 13.639
H 12.077 20.517 13.723
H 11.250 19.937 12.232
H 10.652 21.542 13.102
H 15.652 23.668 12.909
H 14.569 24.874 12.584
C 12.377 13.223 14.632
C 12.632 13.655 13.100
C 13.336 14.917 12.986
O 12.406 15.878 13.521
C 12.860 17.268 13.431
N 13.563 12.591 12.386
H 11.802 12.304 14.541
H 11.938 14.021 15.177
H 13.369 12.979 15.015
H 11.731 13.678 12.587
H 13.530 15.158 11.926
H 14.251 14.999 13.510
H 12.581 17.583 12.446
H 13.927 17.243 13.536
H 12.321 17.913 14.150
H 14.058 12.999 11.632
H 12.961 11.815 12.129
C 9.626 15.669 10.023
C 10.693 16.597 9.359
C 10.793 17.963 9.992
O 11.922 18.667 9.472
C 11.683 20.049 9.259
N 12.000 15.943 9.350
H 8.671 15.828 9.518
H 9.258 15.774 11.033
H 9.957 14.634 9.840
H 10.535 16.765 8.314
H 10.945 17.712 11.056
H 9.873 18.556 9.918
H 11.404 20.509 10.233
H 11.022 20.169 8.461
H 12.666 20.536 9.029
H 12.459 15.769 10.248
H 12.624 16.349 8.710
C 11.828 10.271 9.543
C 10.866 11.238 10.195
C 9.479 11.240 9.410
O 8.650 12.167 9.941
C 7.502 12.447 9.175
N 10.832 10.878 11.606
H 11.455 9.256 9.663
H 12.836 10.347 10.016
H 11.856 10.471 8.484
H 11.201 12.336 10.124
H 9.024 10.298 9.538
H 9.732 11.417 8.415
H 6.748 11.615 9.306
H 7.757 12.643 8.103
H 7.152 13.361 9.535
H 10.113 11.447 11.988
H 10.575 9.919 11.835
C 17.213 11.618 11.754
O 16.600 10.932 10.941
N 18.270 11.037 12.469
N 16.968 12.889 12.044
H 18.626 10.344 11.813
H 18.978 11.698 12.695
H 17.624 13.449 12.528
H 16.167 13.374 11.586
C 15.494 20.945 15.423
O 15.334 22.040 14.933
N 15.880 20.620 16.653
N 15.217 19.767 14.652
H 15.857 21.328 17.314
H 15.820 19.657 16.961
H 15.214 19.754 13.637
H 15.350 18.892 15.092
C 9.609 17.304 15.485
O 10.579 17.897 15.951
N 9.715 16.261 14.597
N 8.291 17.494 15.866
H 8.907 15.816 14.242
H 10.651 16.145 14.218
H 7.653 17.159 15.143
H 8.145 18.310 16.507
C 14.121 17.401 16.753
O 15.325 17.698 16.802
N 13.650 16.182 16.456
N 13.173 18.264 17.110
H 12.824 15.777 16.830
H 14.348 15.532 16.122
H 12.257 18.171 16.634
H 13.530 19.130 17.471
C 17.282 15.848 14.640
O 17.714 15.255 13.619
N 16.693 15.198 15.650
N 17.283 17.227 14.684
H 16.763 14.207 15.732
H 16.383 15.743 16.420
H 17.238 17.730 13.837
H 16.644 17.554 15.393
C 16.102 11.319 15.314
O 15.599 12.374 15.739
N 17.152 10.862 16.044
N 15.601 10.626 14.287
H 17.701 10.214 15.567
H 17.616 11.622 16.555
H 14.977 11.053 13.664
H 16.290 10.101 13.809
C 10.610 9.224 14.237
O 10.639 8.523 13.243
N 9.417 9.804 14.709
N 11.655 9.369 15.091
H 8.579 9.721 14.140
H 9.391 10.519 15.400
H 12.451 8.736 14.914
H 11.596 9.769 16.002
C 15.503 17.093 10.958
O 15.448 18.040 11.720
N 14.992 17.175 9.708
N 16.104 15.861 11.302
H 14.311 17.904 9.620
H 14.720 16.307 9.287
H 16.818 15.787 12.039
H 16.430 15.238 10.506
C 14.077 13.321 9.170
O 14.546 14.142 9.929
N 13.050 13.468 8.320
N 14.737 12.130 9.013
H 12.907 12.889 7.488
H 12.528 14.430 8.492
H 14.407 11.507 8.325
H 15.499 11.831 9.678